This record from the OMol25 dataset describes 7 unconnected molecules or ions with the total composition C31H63F5N2O15 at a distorted geometry. The level of theory is ωB97M-V/def2-TZVPD.

Each line ends with the Mulliken charge.
Geometry (Å):
C 1.020 -6.217 -0.856  -0.362
O 2.068 -5.675 -1.708  -0.435
C 2.377 -4.291 -1.305  -0.598
C 1.625 -3.307 -2.322  0.633
C 2.282 -1.850 -2.475  -0.017
C 1.968 -1.292 -3.976  -1.108
C 0.739 -0.213 -3.976  1.063
C -0.280 -0.515 -5.181  -0.904
C -1.834 -0.313 -4.800  -1.006
C -2.254 -1.079 -3.454  0.877
N -3.443 -1.977 -3.566  0.366
C -3.122 -3.374 -3.863  0.096
O -3.101 -3.709 -5.089  -0.633
O -2.884 -4.405 -2.923  -0.131
C -2.053 -5.463 -3.475  -0.465
N -0.708 -4.916 -3.806  -0.264
C -4.445 -1.787 -2.518  0.763
F -4.969 -0.457 -2.661  -0.320
F -5.553 -2.668 -2.842  -0.335
C -4.024 -2.130 -1.031  0.035
C -5.174 -2.074 0.047  -0.806
C -4.954 -2.337 1.552  -0.713
C -3.539 -2.681 2.078  -0.576
C -2.372 -2.747 1.025  -0.231
C -0.927 -3.071 1.618  0.863
F -0.391 -4.313 1.218  -0.163
F -0.058 -2.024 1.132  -0.253
F -0.892 -2.927 3.052  -0.248
C -2.618 -2.473 -0.504  1.017
H 0.673 -7.258 -1.200  0.282
H 0.088 -5.533 -0.938  -0.007
H 1.324 -6.205 0.249  0.292
H 2.122 -4.125 -0.205  0.124
H 3.516 -4.179 -1.446  0.357
H 1.645 -3.814 -3.354  0.252
H 0.516 -3.246 -2.022  -0.649
H 1.843 -1.146 -1.672  -0.298
H 3.406 -1.918 -2.277  0.453
H 1.772 -2.155 -4.702  0.483
H 2.891 -0.723 -4.348  0.329
H 0.284 -0.267 -2.930  0.048
H 1.207 0.845 -4.070  -0.471
H -0.036 0.234 -6.028  0.365
H -0.187 -1.570 -5.624  0.279
H -1.967 0.822 -4.609  0.255
H -2.539 -0.633 -5.638  0.320
H -1.353 -1.749 -3.161  -0.750
H -2.446 -0.369 -2.569  0.413
H -1.883 -6.211 -2.608  0.263
H -2.538 -6.061 -4.315  0.278
H 0.033 -5.348 -3.241  0.234
H -0.513 -4.952 -4.813  0.205
H -6.240 -1.788 -0.288  0.334
H -5.793 -2.265 2.331  0.307
H -3.341 -2.865 3.187  0.288
H -1.743 -2.534 -1.230  -0.083
O 3.356 3.189 -0.215  -0.532
C 3.035 1.853 0.178  -0.665
C 1.581 1.567 -0.157  0.597
O 1.360 1.756 -1.551  -0.246
H 2.886 3.788 0.384  0.319
H 3.695 1.187 -0.381  0.295
H 3.232 1.737 1.248  0.375
H 1.309 0.542 0.105  -0.109
H 0.921 2.260 0.377  -0.200
H 1.905 2.518 -1.807  0.211
O -2.069 -0.761 5.893  -0.602
C -1.108 0.275 5.674  -0.457
C -1.271 0.821 4.265  0.178
O -2.596 1.310 4.083  -0.512
H -1.806 -1.517 5.349  0.320
H -1.304 1.055 6.413  0.367
H -0.105 -0.127 5.837  0.164
H -0.569 1.636 4.074  0.306
H -1.109 0.029 3.525  -0.101
H -3.174 0.698 4.568  0.339
O 1.089 5.302 -4.885  -0.527
C 2.477 5.006 -5.058  -0.552
C 2.917 4.018 -3.989  -0.325
O 2.128 2.833 -4.070  -0.485
H 1.003 5.825 -4.076  0.309
H 2.590 4.569 -6.052  0.285
H 3.052 5.935 -5.008  0.357
H 3.968 3.747 -4.111  0.275
H 2.771 4.443 -2.990  0.225
H 1.229 3.127 -4.295  0.343
O -2.121 6.267 1.286  -0.534
C -2.285 5.059 2.032  -0.581
C -1.158 4.098 1.690  -0.017
O 0.100 4.704 1.973  -0.427
H -2.302 6.062 0.358  0.309
H -2.251 5.329 3.089  0.284
H -3.265 4.628 1.804  0.369
H -1.239 3.175 2.267  0.060
H -1.171 3.856 0.621  0.182
H 0.006 5.642 1.732  0.331
O 3.666 8.579 3.881  -0.540
C 3.338 7.243 4.272  -0.551
C 1.883 6.962 3.935  -0.137
O 1.662 7.154 2.542  -0.485
H 3.199 9.178 4.480  0.323
H 3.996 6.576 3.710  0.286
H 3.535 7.123 5.341  0.314
H 1.608 5.938 4.194  0.235
H 1.225 7.655 4.471  0.247
H 2.208 7.916 2.289  0.312
O 0.930 -2.261 5.475  -0.474
C 0.765 -3.460 6.237  -0.442
C 1.879 -4.434 5.892  -0.262
O 3.144 -3.835 6.153  -0.526
H 0.735 -2.477 4.550  0.239
H 0.815 -3.178 7.291  0.318
H -0.221 -3.885 6.028  0.290
H 1.799 -5.350 6.480  0.333
H 1.850 -4.689 4.827  0.194
H 3.053 -2.902 5.901  0.348

HOMO-LUMO gap   9.10 eV
HOMO level   -9.73 eV
Energy   -2956.08113 hartree
Structure (SMILES)   COCCCCCCCCN(C(=O)OCN)C(F)(F)c1cccc(C(F)(F)F)c1.OCCO.OCCO.OCCO.OCCO.OCCO.OCCO
Multiplicity   1
LUMO level   -0.6 eV